ORCA calculation (ωB97M-V/def2-TZVPD) on C38H55CrF3IN7O3P2 as an isolated structure.

Computed properties:
2S+1   2
HOMO (alpha / beta)   -10.3 / -10.4 eV
Total charge   +1
Orbital gap (alpha / beta)   7.56 / 7.67 eV

```
110
Properties=species:S:1:pos:R:3:forces:R:3
Cr -0.53478 0.24838 -0.26873 -0.4 0.1 -1.0
C -2.19459 -3.60850 -2.17593 0.0 0.0 -0.1
C -2.00953 -3.57066 -0.69120 -0.1 -0.2 0.1
N -2.58143 -4.51824 0.02137 0.0 0.0 -0.1
C -2.43036 -4.52789 1.35486 0.0 0.0 0.1
C -1.68196 -3.60229 2.04123 -0.1 -0.1 -0.1
C -1.59325 -3.65590 3.54212 0.0 0.0 0.0
O -2.08667 -2.45770 4.14816 0.0 0.0 0.0
C -1.07265 -2.56945 1.29620 0.1 0.1 0.2
C -0.26489 -1.59004 1.99186 -0.1 -0.2 -0.2
N 0.07649 -0.43414 1.53560 0.1 0.1 0.5
C 0.81668 0.38200 2.46390 0.0 0.0 -0.3
C 0.31463 0.56566 3.74698 0.1 0.1 0.1
C 1.00040 1.35528 4.65770 0.0 0.0 0.0
C 2.18962 1.96266 4.28991 0.0 0.0 0.0
C 2.70088 1.77715 3.01329 0.0 0.0 0.0
C 2.01813 0.99209 2.09569 -0.4 0.0 0.3
I 2.78637 0.69049 0.20821 0.5 0.0 -0.1
C -1.25396 -2.52759 -0.08889 0.2 0.1 -0.2
O -0.75954 -1.57110 -0.84858 -0.1 -0.2 0.2
H -2.87851 -4.41424 -2.42790 0.0 0.0 0.0
H -1.24256 -3.78163 -2.68166 -0.1 0.0 0.0
H -2.58377 -2.66450 -2.56484 0.0 0.0 0.0
H -2.94015 -5.32234 1.88852 0.0 0.0 0.0
H -0.56117 -3.76147 3.88146 0.0 0.0 0.0
H -2.13610 -4.52977 3.90725 0.0 0.0 0.0
H -3.04882 -2.49280 4.13511 0.0 0.0 0.0
H 0.08284 -1.86757 2.98248 0.0 0.0 0.0
H -0.61241 0.08165 4.03295 0.0 0.0 0.0
H 0.60196 1.49218 5.65412 0.0 0.0 0.0
H 2.72771 2.58028 4.99645 0.0 0.0 0.0
H 3.63868 2.23531 2.73026 0.0 0.0 0.0
C 2.76459 -0.52303 -3.37983 0.1 0.0 0.0
P 0.99817 -0.21215 -3.44257 0.1 -0.2 -0.2
C 0.73125 0.95441 -4.78206 0.0 0.1 0.0
C 0.23886 -1.75359 -3.94677 0.0 -0.1 0.0
O 0.48245 0.30922 -2.13733 -0.1 0.3 0.2
H 3.14601 -0.83463 -4.35275 0.0 0.0 0.0
H 2.97134 -1.30372 -2.64712 0.0 0.0 0.0
H 3.28186 0.39073 -3.08235 0.0 0.0 0.0
H 0.83431 0.46796 -5.75168 0.0 0.0 0.0
H 1.44835 1.77282 -4.71736 0.0 0.0 0.0
H -0.27272 1.37078 -4.69201 0.0 0.0 0.0
H 0.59268 -2.05817 -4.93167 0.0 0.0 0.0
H -0.84444 -1.63489 -3.97176 0.0 0.0 0.0
H 0.48464 -2.52464 -3.21663 0.0 0.1 0.0
F -6.44877 0.06230 3.52515 0.0 0.0 0.0
C -6.20798 -0.74470 2.48642 0.1 0.0 0.0
F -6.16025 -2.00424 2.95442 0.0 0.0 0.0
F -7.24679 -0.66474 1.64877 0.0 0.0 0.0
C -4.90985 -0.40184 1.79480 -0.1 0.0 0.0
C -4.66423 -0.89682 0.52509 0.1 0.1 -0.1
C -3.43758 -0.62475 -0.05156 -0.1 0.0 0.1
N -2.48231 0.06271 0.57802 0.2 0.0 0.0
C -2.73909 0.55156 1.79067 -0.1 0.0 0.0
C -3.94651 0.35431 2.43720 0.1 0.0 0.0
H -5.39682 -1.48280 -0.01157 0.0 0.0 0.0
H -3.18700 -0.98886 -1.03781 0.0 0.0 0.0
H -1.94472 1.11559 2.25540 0.0 0.0 0.0
H -4.11318 0.77187 3.41966 0.0 0.0 0.0
N -0.73275 2.01176 -0.30948 0.0 -0.1 0.5
P -1.14480 3.51438 -0.42443 0.2 0.1 -0.1
N -1.20130 4.27481 1.05261 -0.3 -0.1 0.0
C -2.00150 5.47662 1.33495 0.1 0.0 -0.1
C -2.60090 5.38390 2.72902 -0.1 0.0 0.0
C -1.48985 5.39373 3.78889 0.0 0.0 0.0
C -0.19561 4.80240 3.21890 0.1 0.0 0.0
C -0.50131 3.70543 2.21134 0.0 0.0 0.0
N -2.61034 3.88453 -1.10307 -0.1 -0.1 0.0
C -3.81403 3.40316 -0.40163 0.1 0.1 0.0
C -4.58486 2.43353 -1.28201 0.0 -0.1 0.0
C -5.12867 3.15608 -2.51873 0.0 0.0 0.0
C -4.17506 4.27962 -2.94380 0.0 0.1 -0.1
C -2.73616 3.96245 -2.57123 0.1 0.0 0.0
N -0.09229 4.31263 -1.44005 0.0 0.0 0.0
C 1.23578 3.74836 -1.68205 0.0 0.0 0.1
C 1.83305 4.31861 -2.95855 0.0 -0.1 -0.1
C 1.88204 5.84030 -2.90971 0.0 0.0 0.1
C 0.48443 6.38486 -2.64359 0.0 0.0 0.0
C -0.10320 5.77653 -1.37894 0.0 0.0 0.1
H -2.77343 5.57006 0.57443 0.0 0.0 0.0
H -1.38131 6.37896 1.26627 0.0 0.0 0.0
H -3.19375 4.46635 2.79396 0.0 0.0 0.0
H -3.29402 6.21162 2.88580 0.0 0.0 0.0
H -1.80650 4.82699 4.66724 0.0 0.0 0.0
H -1.30945 6.41381 4.13182 0.0 0.0 0.0
H 0.43255 4.39855 4.01278 0.0 0.0 0.0
H 0.39418 5.57606 2.71984 0.0 0.0 0.0
H -1.11807 2.93982 2.69855 0.0 0.0 0.0
H 0.41309 3.21779 1.88045 0.0 0.0 0.0
H -4.45467 4.25274 -0.13533 0.0 0.0 0.0
H -3.50893 2.93769 0.53835 0.0 0.0 0.0
H -5.39193 1.96282 -0.71815 0.0 0.0 0.0
H -3.89642 1.63983 -1.58416 0.0 0.0 0.0
H -6.11533 3.57177 -2.30682 0.0 0.0 0.0
H -5.26375 2.44253 -3.33384 0.0 0.0 0.0
H -4.45417 5.22114 -2.46397 0.0 0.0 0.0
H -4.23547 4.45710 -4.01829 0.0 0.0 0.0
H -2.07027 4.74139 -2.93685 0.0 0.0 0.0
H -2.41732 3.02332 -3.04404 0.0 0.0 0.0
H 1.13514 2.66641 -1.73420 0.0 0.0 0.0
H 1.90643 3.97623 -0.83720 0.0 0.0 0.0
H 1.21398 4.00625 -3.80749 0.0 0.0 0.0
H 2.83158 3.89864 -3.10713 0.0 0.0 0.0
H 2.29250 6.25131 -3.83306 0.0 0.0 0.0
H 2.55238 6.15483 -2.10199 0.0 0.0 0.0
H -0.16640 6.14450 -3.49051 0.0 0.0 0.0
H 0.49601 7.47186 -2.54505 0.0 0.0 0.0
H -1.13192 6.11666 -1.24242 0.0 0.0 0.0
H 0.46807 6.11664 -0.50132 0.0 0.0 0.0
```
Positions in Å, forces in eV/Å.